{"formula": "C22H27N3O3", "method": "ωB97M-V/def2-TZVPD", "smiles": "CNC(=O)[C@H](Cc1c[nH]c2ccccc12)NC(C)=O.Cc1ccc(O)cc1C", "orbital_gap_ev": 8.23, "e_tot_ev": -33866.094, "e_above_lowest_kj_mol": 208.2, "largest_force_ha_per_bohr": 0.0452, "species": ["C", "N", "C", "O", "C", "C", "C", "C", "N", "C", "C", "C", "C", "C", "C", "N", "C", "C", "O", "H", "H", "H", "H", "H", "H", "H", "H", "H", "H", "H", "H", "H", "H", "H", "H", "H", "C", "C", "C", "C", "C", "O", "C", "C", "C", "H", "H", "H", "H", "H", "H", "H", "H", "H", "H"], "coordinates": [[-3.308680, -3.313189, -5.767034], [-2.696130, -2.835060, -4.527975], [-1.724017, -3.487654, -3.874606], [-1.271143, -4.543189, -4.298212], [-1.189624, -2.814439, -2.592537], [-0.157862, -1.715173, -2.901879], [0.122167, -0.688596, -1.841545], [-0.703209, -0.307224, -0.836124], [-0.131172, 0.736744, -0.136144], [1.096179, 1.082617, -0.650402], [2.030921, 2.067427, -0.302844], [3.215355, 2.175006, -1.050152], [3.443075, 1.303817, -2.131180], [2.490330, 0.323934, -2.475234], [1.290334, 0.186925, -1.742857], [-0.731893, -3.693715, -1.495104], [0.188960, -4.660233, -1.420987], [1.049231, -5.090258, -2.593415], [0.356946, -5.213646, -0.344908], [-4.079237, -2.619301, -6.105460], [-3.755944, -4.295678, -5.602292], [-2.544820, -3.407857, -6.541486], [-3.012865, -1.954425, -4.156013], [-2.058211, -2.294715, -2.193642], [0.787422, -2.169533, -3.189377], [-0.509633, -1.162431, -3.773844], [-1.679459, -0.724336, -0.630044], [-0.593345, 1.245358, 0.612864], [1.841202, 2.727618, 0.530613], [3.952573, 2.923856, -0.793878], [4.357905, 1.388131, -2.701390], [2.677629, -0.337668, -3.307448], [-1.177992, -3.547382, -0.604909], [0.541821, -5.898231, -3.117156], [1.228037, -4.271858, -3.280154], [2.001229, -5.454308, -2.212178], [0.239136, 3.916921, 6.825384], [-0.085020, 3.664314, 5.371985], [-0.774365, 4.642532, 4.639650], [-1.089365, 4.435653, 3.293732], [-0.725093, 3.245571, 2.667778], [-1.047756, 3.036260, 1.359372], [-0.032910, 2.271085, 3.383077], [0.295348, 2.465223, 4.733309], [1.051573, 1.389247, 5.471814], [-0.212564, 3.144841, 7.455853], [1.322701, 3.908158, 6.978359], [-0.143560, 4.889300, 7.150551], [-1.069286, 5.572214, 5.117513], [-1.620897, 5.207786, 2.748020], [-1.441944, 3.845918, 0.993484], [0.254498, 1.354635, 2.878982], [1.254733, 0.532838, 4.821588], [2.009011, 1.779158, 5.830085], [0.469680, 1.037011, 6.328398]], "forces_ev_per_angstrom": [[0.441, -0.237, 0.203], [-0.800, 0.966, -0.030], [1.141, -1.329, -0.065], [-0.254, 0.350, 0.252], [0.273, 0.392, 0.752], [0.332, 0.263, -0.484], [0.443, 0.180, 0.191], [0.480, 0.231, -0.268], [-0.749, 0.466, 1.219], [-0.325, -0.967, -0.943], [0.432, -0.069, -0.323], [-1.068, -0.603, 0.154], [-0.989, -0.608, 0.067], [0.180, 0.444, 0.384], [0.758, 0.296, -0.220], [-1.498, 1.225, -1.285], [1.477, -1.305, 0.255], [-0.245, 0.351, 0.064], [-0.093, -0.114, 0.269], [0.150, 0.007, 0.205], [0.044, 0.076, -0.062], [-0.104, -0.041, 0.004], [-0.024, -0.088, -0.025], [-0.151, 0.004, 0.297], [0.060, -0.171, -0.134], [0.006, -0.068, -0.315], [0.081, 0.325, 0.395], [0.182, -0.155, -0.439], [-0.010, 0.073, 0.082], [-0.045, 0.011, 0.035], [-0.014, -0.043, -0.040], [0.114, -0.054, -0.147], [-0.069, -0.016, 0.028], [0.011, 0.117, -0.090], [-0.033, -0.032, -0.306], [-0.130, 0.040, 0.167], [-0.020, -0.079, -0.208], [-0.190, 0.258, -0.212], [0.254, -0.741, -0.372], [0.173, -0.060, 0.506], [-0.001, 0.654, 0.903], [-0.124, 0.096, -0.406], [-0.083, 0.227, 0.122], [-0.291, 0.297, -0.464], [-0.098, 0.104, -0.148], [0.150, 0.077, 0.049], [-0.103, -0.050, 0.139], [0.065, -0.172, -0.077], [0.054, -0.121, -0.021], [-0.017, -0.045, -0.072], [0.184, -0.440, 0.147], [0.025, -0.006, 0.052], [-0.044, 0.165, 0.107], [-0.095, -0.100, 0.092], [0.158, 0.021, 0.014]], "mulliken_charge": [-0.8894, -0.1527, -0.0154, -0.6600, -0.2655, -0.2463, 0.6628, -1.1881, 0.2405, -0.1634, -0.6450, -0.5371, -0.7741, -0.2431, 0.4882, 0.0243, 0.6145, -0.8004, -0.6858, 0.3342, 0.2866, 0.2921, 0.2662, 0.4444, 0.0696, 0.4999, 0.3929, 0.1630, 0.3636, 0.4138, 0.3846, 0.4398, 0.2565, 0.1886, 0.2300, 0.3252, -1.3758, 0.8373, -1.0292, -1.0061, 1.0775, -0.5354, -0.4332, 0.5978, -1.5064, 0.3124, 0.3069, 0.3760, 0.3090, 0.2794, 0.2413, 0.4175, 0.3736, 0.3207, 0.3219]}